Entry 1:
The following is a quantum chemistry calculation of a structure of composition C52H47N4O3P2Ti, from OMol25.

CARTESIAN COORDINATES (ANGSTROEM)
Ti: -0.56543 0.33968 -0.96584
C: -2.62197 1.78565 4.39692
C: -3.23128 2.53393 3.39887
C: -2.89711 2.32538 2.07543
C: -1.95236 1.35179 1.73446
C: -1.37994 0.57249 2.73148
C: -1.70751 0.79857 4.05651
N: -1.57216 1.20565 0.37571
N: -2.51919 1.64894 -0.45849
C: -2.23977 2.10973 -1.62355
C: -3.22770 2.59466 -2.54394
C: -3.08384 2.45838 -3.87077
C: -2.09546 1.61737 -4.50588
C: -0.98318 1.04993 -4.02742
N: -0.30812 1.26123 -2.78025
H: -2.86627 1.96649 5.43502
H: -3.96190 3.29100 3.64956
H: -3.35512 2.91517 1.29311
H: -0.69006 -0.21627 2.46619
H: -1.24923 0.19658 4.82949
H: -4.12440 3.02729 -2.11947
H: -3.83032 2.89584 -4.52043
H: -2.33666 1.32738 -5.52178
H: -0.41068 0.39161 -4.66609
C: -0.41516 -2.77208 1.12686
N: 0.49918 -2.00651 1.92947
C: 1.60746 -1.46129 1.22537
P: 1.43583 0.26793 0.48766
C: 1.40775 1.52583 1.78987
C: 0.93806 2.79407 1.43841
C: 0.93417 3.81626 2.37096
C: 1.39541 3.57717 3.66005
C: 1.86407 2.31892 4.00789
C: 1.87584 1.29099 3.07829
C: 3.11748 0.45987 -0.20461
C: 3.86065 -0.63338 -0.65857
C: 5.16831 -0.46045 -1.08594
C: 5.74835 0.79948 -1.07807
C: 5.01180 1.89276 -0.64434
C: 3.70348 1.72900 -0.21646
C: 0.66394 -2.40003 3.30337
C: -0.45739 -2.46134 4.12564
C: -0.33208 -2.82355 5.45733
C: 0.91318 -3.12768 5.98680
C: 2.02709 -3.09942 5.16332
C: 1.90734 -2.74480 3.82687
P: -1.43990 -1.86729 -0.16526
C: -1.80754 -3.25230 -1.28507
C: -1.29122 -3.34583 -2.57504
C: -1.59136 -4.44762 -3.36323
C: -2.41928 -5.44606 -2.87360
C: -2.95914 -5.34245 -1.59774
C: -2.65510 -4.25172 -0.80188
C: -3.12969 -1.47831 0.38908
C: -3.93830 -1.02678 -0.66158
C: -5.25351 -0.66747 -0.43255
C: -5.77023 -0.75096 0.85498
C: -4.97986 -1.21654 1.89385
C: -3.66025 -1.58594 1.66653
H: -1.11052 -3.31275 1.76743
H: 0.12217 -3.51808 0.52307
H: 1.87274 -2.08916 0.36772
H: 2.47866 -1.36601 1.86948
H: 0.57628 2.97781 0.43153
H: 0.57437 4.79989 2.09843
H: 1.39433 4.37793 4.38717
H: 2.22852 2.13964 5.01077
H: 2.23871 0.31199 3.37090
H: 3.44894 -1.63439 -0.64653
H: 5.74676 -1.31991 -1.40116
H: 6.77495 0.92490 -1.39637
H: 5.46450 2.87565 -0.61631
H: 3.15467 2.58069 0.16240
H: -1.43662 -2.21944 3.73101
H: -1.21139 -2.86912 6.08646
H: 1.01352 -3.40027 7.02815
H: 2.99690 -3.37914 5.55229
H: 2.79086 -2.78477 3.20228
H: -0.66924 -2.55618 -2.97077
H: -1.18381 -4.52639 -4.36248
H: -2.65080 -6.30475 -3.48919
H: -3.62689 -6.10697 -1.22446
H: -3.08717 -4.16563 0.18806
H: -3.53850 -1.01310 -1.67603
H: -5.87558 -0.33667 -1.25411
H: -6.79918 -0.47205 1.03840
H: -5.39466 -1.30309 2.88933
H: -3.06594 -1.96517 2.48807
C: 2.77537 5.41949 -3.01949
O: 3.45810 4.24793 -3.48273
C: 2.87611 3.07615 -3.48198
C: 3.64598 1.99754 -3.95790
C: 3.18521 0.71588 -3.85755
C: 1.92998 0.44407 -3.28011
C: 1.53246 -0.86443 -2.83356
C: 2.12182 -2.09904 -3.40869
O: 0.67826 -0.96303 -1.90514
C: 1.10324 1.54729 -2.98853
O: -0.85918 2.29615 -1.93438
C: 1.54557 2.84239 -3.08048
H: 3.54170 6.17606 -2.89120
H: 2.27648 5.23806 -2.06580
H: 2.05513 5.75999 -3.76401
H: 4.62206 2.21919 -4.36845
H: 3.81470 -0.09937 -4.18641
H: 1.84234 -2.17580 -4.46357
H: 1.77382 -2.98318 -2.87998
H: 3.21171 -2.06135 -3.38100
H: 0.87280 3.66958 -2.90212

Forces on atoms 1 to 3 (eV/Å):
Ti 0.23 -0.56 0.07
C -0.03 -0.03 0.00
C -0.03 0.04 0.02

Calculated values
Highest occupied orbital energy   -15.0 eV
Total charge   +3
F_max   1.465 eV/A
Kohn-Sham gap   5.44 eV
Energy relative to the best compared isomer or geometry (same formula, charge and spin)   6.323 eV



Entry 2:
The following is a quantum chemistry calculation of a structure of composition C52H50AsCdN5O2Sb2, from OMol25.

CARTESIAN COORDINATES (ANGSTROEM)
Cd: 11.12968 11.94311 14.03469
C: 11.81363 7.51810 12.45107
C: 12.11739 7.73780 11.11862
C: 12.35508 9.05001 10.70325
C: 12.25583 10.13720 11.65138
N: 11.83432 9.91659 12.93429
C: 11.62272 8.63447 13.27168
C: 12.51682 11.57176 11.18097
C: 12.88496 11.81461 9.83976
C: 13.27011 13.11193 9.43969
C: 13.20265 14.12063 10.42079
C: 12.73567 13.84466 11.68537
N: 12.33515 12.60346 12.06591
H: 11.67858 6.54179 12.90355
H: 12.20005 6.91181 10.43509
H: 12.65086 9.26021 9.66783
H: 11.09714 8.44831 14.20317
H: 12.97214 10.96668 9.17404
H: 13.75519 13.30888 8.48021
H: 13.54884 15.12367 10.16048
H: 12.77120 14.61815 12.45154
C: 7.03664 14.11876 13.69346
C: 7.26903 14.92110 14.96676
C: 8.18028 14.15033 15.95193
Sb: 10.15820 15.09937 15.94859
C: 9.63405 16.87341 17.20923
C: 8.35064 17.47912 17.18400
C: 8.18715 18.83300 17.38167
C: 9.30150 19.62410 17.67122
C: 10.58323 19.08746 17.64847
C: 10.74177 17.67154 17.48579
C: 11.26566 13.91226 17.34826
C: 10.72666 13.85708 18.62344
C: 11.51212 13.37769 19.71892
C: 12.80446 12.88094 19.50475
C: 13.47553 12.93644 18.13369
C: 12.53639 13.28924 16.97153
Sb: 8.81870 14.02971 12.35359
C: 8.81124 16.13849 11.95735
C: 9.90708 16.60267 11.31318
C: 9.96764 17.91044 10.92082
C: 8.94634 18.77337 11.21294
C: 7.79365 18.32026 11.88696
C: 7.78946 16.99419 12.32838
C: 7.84328 13.51530 10.48552
C: 8.66696 13.44466 9.36598
C: 8.13483 13.21446 8.09558
C: 6.72619 12.98546 7.98435
C: 5.93238 12.98951 9.09165
C: 6.46477 13.24186 10.35570
H: 6.24371 14.54224 13.06143
H: 6.77962 13.09762 13.94633
H: 6.31546 15.03531 15.47022
H: 7.63818 15.90722 14.75770
H: 8.31634 13.09121 15.69638
H: 7.90718 14.22482 16.99632
H: 7.50067 16.80197 17.19398
H: 7.23079 19.33616 17.27562
H: 9.12348 20.68779 17.89367
H: 11.47466 19.70689 17.74862
H: 11.74526 17.23101 17.57978
H: 9.73566 14.33904 18.76723
H: 11.09025 13.34481 20.70116
H: 13.47547 12.53372 20.29399
H: 14.29062 13.66519 18.18210
H: 13.11012 14.01562 16.37885
H: 10.82694 15.96021 11.18253
H: 10.78176 18.23316 10.28388
H: 8.95124 19.76145 10.81504
H: 6.91538 18.93192 12.03062
H: 6.86680 16.64632 12.78096
H: 9.73759 13.60304 9.43677
H: 8.74176 13.22144 7.21765
H: 6.22543 12.71152 7.07144
H: 4.89026 12.79180 8.95345
H: 5.79528 13.17659 11.20349
O: 12.99734 7.87279 20.04059
N: 13.38403 8.91652 19.47009
O: 14.55037 9.41607 19.55424
C: 12.48985 9.56424 18.63988
C: 11.25927 9.00549 18.55776
C: 10.37618 9.32935 17.52528
C: 9.08205 8.69036 17.25980
C: 8.28298 9.25791 16.30849
C: 8.70846 10.34596 15.53185
N: 9.94058 10.83002 15.64029
C: 10.80627 10.31422 16.56304
C: 12.06438 10.94787 16.77206
N: 12.46589 12.12387 15.96898
C: 13.80925 11.78054 15.52562
C: 14.75280 11.54424 16.46964
C: 14.14655 11.50422 17.87308
C: 12.91473 10.61727 17.78351
H: 10.99681 8.22291 19.24919
H: 8.78668 7.78608 17.76150
H: 7.30477 8.81387 16.09308
H: 8.09760 10.67859 14.73193
H: 14.03094 11.85920 14.46247
H: 15.82715 11.34454 16.32310
H: 14.87521 11.32531 18.71913
C: 5.76835 9.67663 11.46153
As: 7.72183 9.21813 11.43958
C: 7.48320 7.31365 11.97321
C: 7.85301 9.01102 9.36757
H: 5.21747 8.84577 11.06017
H: 5.59789 10.54398 10.85240
H: 5.54602 9.81348 12.49590
H: 6.64213 6.78241 11.53079
H: 7.40893 7.41463 13.06658
H: 8.40244 6.70506 11.84479
H: 7.01213 8.37846 9.04394
H: 8.76436 8.49850 9.03395
H: 7.76804 10.00130 8.93686

Forces on atoms 1 to 3 (eV/Å):
Cd 0.03 0.42 -0.60
C -0.11 0.86 0.37
C 0.42 0.64 0.29

Calculated values
Highest occupied orbital energy   -12.4 eV
Total charge   +2
F_max   5.086 eV/A
Kohn-Sham gap   6.34 eV
Energy relative to the best compared isomer or geometry (same formula, charge and spin)   0.657 eV